No. 1
Entry from the Open Molecules 2025 dataset: a single C17H18N4O2S3 molecule (wB97M-V/def2-TZVPD).

ORCA input file:
```
! RIJCOSX wB97M-V def2-TZVPD def2/J DEFGRID3
* xyz 0 1
S 1.486 0.068 -2.208
S -4.616 -0.553 0.404
S -2.670 -2.769 1.040
O 4.183 0.758 0.387
O 3.909 -1.113 -0.820
N 0.778 -0.997 1.388
N 0.036 -1.590 -0.588
N 1.402 -0.238 0.479
N -2.079 -0.175 0.834
C -2.972 -1.086 0.803
C -3.974 1.062 0.260
C -2.589 1.053 0.534
C -0.877 -2.794 1.455
C -2.519 3.399 0.138
C -0.049 -1.790 0.764
C 5.357 0.992 2.455
C -3.886 3.400 -0.127
C 0.950 -0.588 -0.695
C -3.013 -1.676 -2.378
C -1.760 -1.303 -2.203
C 4.847 0.014 1.415
C -1.859 2.234 0.471
C -0.681 -2.207 -1.675
C 3.712 0.058 -0.631
C 2.929 0.961 -1.570
C -4.629 2.235 -0.069
H -5.687 2.235 -0.274
H 3.532 1.221 -2.441
H -0.803 2.210 0.684
H 4.122 -0.684 1.845
H -3.352 -2.670 -2.136
H 2.604 1.858 -1.046
H -0.569 -3.812 1.205
H 0.044 -2.402 -2.476
H 4.525 1.553 2.871
H -1.969 4.326 0.083
H -1.431 -0.301 -2.443
H 5.854 0.448 3.253
H -1.102 -3.154 -1.332
H -3.753 -1.002 -2.772
H 6.061 1.688 2.007
H 5.664 -0.562 0.965
H -0.777 -2.631 2.527
H -4.378 4.327 -0.384
*
```

## Properties
* HOMO-LUMO gap: 8.83 eV
* ΔE to the lowest compared entry with this formula, charge and spin: 1.9493 eV
* DFT total energy: -60481.9688 eV
* LUMO: 0.52 eV
* structure (SMILES): C=CCn1c(CSc2nc3ccccc3s2)nnc1SCC(=O)OCC

No. 2
Entry from the Open Molecules 2025 dataset: a molecular structure, C2Cl3O3S (wB97M-V/def2-TZVPD).

ORCA input file:
```
! RIJCOSX wB97M-V def2-TZVPD def2/J DEFGRID3
* xyz -1 1
Cl 1.427 -2.147 -0.629
Cl -3.221 -1.168 -0.395
Cl 1.186 -0.429 1.595
S 0.964 1.880 0.177
O 2.078 2.326 1.005
O 1.257 1.378 -1.159
O -1.658 0.750 0.563
C 0.600 -1.941 0.838
C -1.730 -0.418 0.306
*
```

## Properties
* HOMO-LUMO gap (spin up / spin down): 6.13 / 5.83 eV
* ΔE to the lowest compared entry with this formula, charge and spin: 3.3011 eV
* DFT total energy: -56616.5211 eV
* LUMO (spin up / spin down): 2.56 / 2.50 eV

No. 3
Entry from the Open Molecules 2025 dataset: 2 unconnected molecules or ions with the total composition C14H20BrNO6P (wB97M-V/def2-TZVPD).

ORCA input file:
```
! RIJCOSX wB97M-V def2-TZVPD def2/J DEFGRID3
* xyz 1 1
Br -2.149 -2.904 2.491
P 0.012 -2.228 2.204
O 3.672 0.767 0.133
O -1.151 4.137 -0.262
O -0.695 3.164 -2.279
O 3.190 -0.838 1.643
O 0.735 -3.485 1.399
O -1.207 -2.776 -1.002
N -0.157 -0.758 1.194
C -2.129 -2.530 -2.077
C -0.388 0.611 -0.910
C -0.048 -1.951 -1.055
C 3.441 0.309 1.388
C -0.195 -0.663 -0.180
C -0.504 1.724 1.335
C -0.824 3.185 -0.905
C -0.572 1.853 -0.137
C -0.308 0.428 1.926
C 3.502 2.662 1.505
C -4.581 -1.870 -1.476
C 3.591 1.429 2.389
C 4.049 2.153 0.188
C -3.126 -1.310 -1.812
H -0.639 2.650 1.943
H -4.808 -2.770 -2.110
H -0.400 0.600 -2.029
H 4.566 1.344 2.874
H -0.285 0.382 3.047
H 2.792 1.404 3.128
H -2.790 -3.445 -2.113
H -1.655 -2.463 -3.093
H -2.810 -0.672 -0.943
H 0.074 -1.626 -2.133
H 3.623 2.682 -0.665
H -1.339 2.529 -2.654
H 2.454 2.952 1.385
H 0.907 -2.508 -0.825
H 5.138 2.220 0.136
H -4.582 -2.120 -0.377
H 0.012 -4.120 1.184
H 4.046 3.522 1.894
H -5.304 -1.029 -1.636
H -3.157 -0.644 -2.715
*
```

## Properties
* HOMO-LUMO gap: 7.76 eV
* DFT total energy: -107941.6144 eV
* LUMO: -5.36 eV